C14H14BrNO3S | ωB97M-V/def2-TZVPD

Electronic energy (eV): -103254.8038
Energy relative to the best compared isomer or geometry (same formula, charge and spin) (kJ/mol): 0.7
SMILES: COc1cc(S(=O)(=O)NCc2ccccc2)ccc1Br
Gap between HOMO and LUMO (Ha): 0.350
E_LUMO (eV): 0.46

XYZ file:
```
34
Properties=species:S:1:pos:R:3:lowdin_charge:R:1
C -0.1748 -3.5416 1.5046 -0.05
H 2.4141 4.8297 0.4450 0.10
H -2.4394 -2.2455 1.6311 0.13
C -1.7919 -1.6987 0.9363 -0.18
C 1.0953 -4.0928 1.4958 -0.09
O 1.6949 3.4570 -0.8148 -0.13
H 2.7493 -1.5996 -0.0648 0.10
H 1.2606 -5.0667 1.9322 0.10
C -0.4049 -2.2921 0.9456 -0.21
C 0.0276 0.9666 -2.8507 -0.10
H -1.8282 -0.0295 2.2044 0.12
H 3.1418 -3.8254 0.9274 0.10
C 0.7571 2.5513 -1.1498 -0.32
N -1.7774 -0.2835 1.2334 -0.13
C 2.1508 -3.3968 0.9330 -0.09
O -3.5679 0.0864 -0.5385 -0.28
C 0.6601 -1.5998 0.3826 -0.03
C 0.9245 1.9070 -2.3849 -0.59
Br 2.4397 2.3733 -3.4125 0.81
H -0.9952 -4.0891 1.9462 0.11
O -2.9459 1.9018 1.0350 -0.29
H -1.7992 -0.0903 -2.4027 0.12
H -2.2301 -1.7887 -0.0629 0.12
H -0.5510 2.6502 0.5770 0.11
H 0.4845 -0.6259 -0.0493 0.09
C 1.5666 4.1477 0.4071 -0.06
S -2.5739 0.7762 0.2299 0.65
C -1.2348 1.2530 -0.8533 -0.29
C 1.9301 -2.1474 0.3774 -0.08
C -0.3473 2.2006 -0.3801 0.00
H 0.6347 4.7185 0.4455 0.10
H 1.6111 3.4614 1.2577 0.10
C -1.0720 0.6326 -2.0732 -0.06
H 0.1912 0.5002 -3.8095 0.11
```

C25H53BIN5O8 | ωB97M-V/def2-TZVPD

Electronic energy (eV): -59392.6072
SMILES: CCCCN[C@](CCC(N)=O)(O[C@H](CCCC)[C@@H](CC(=O)I)NCCC(=O)O)B(N)O.COCCNCCOC
Gap between HOMO and LUMO (Ha): 0.307
E_LUMO (eV): 0.16

XYZ file:
```
93
Properties=species:S:1:pos:R:3:lowdin_charge:R:1
H -1.4594 -0.3144 2.3003 0.08
C 0.1099 -1.1624 4.1642 -0.09
C 4.4715 -0.1742 0.0937 -0.50
O 4.2784 -1.3636 -0.1016 0.06
H -2.9238 4.4307 0.6477 0.12
H -2.1262 -4.8585 -1.2977 0.09
H -0.4309 -6.2988 -2.4640 0.11
N -0.3051 0.5394 -0.6006 0.02
H 3.6920 1.8483 0.0073 0.09
H -0.0897 3.7836 -0.3956 0.16
O -3.5222 5.8283 2.5914 -0.01
H 0.0965 -1.4127 0.2080 0.08
H 1.9755 -0.5170 -0.8904 0.13
H 0.4285 2.7076 -3.6893 0.08
H 3.7327 0.9307 -1.4926 0.13
H 0.9312 -3.6607 -0.2349 0.12
C -2.0768 -3.7835 -1.4843 -0.09
H 1.9745 -4.5673 -2.1706 0.12
H -0.0154 -5.0691 -0.6722 0.11
H 0.5041 4.3840 2.4203 0.03
H 0.4934 5.4454 1.0426 0.11
H 1.0218 -6.5913 -3.4388 0.12
H 5.6357 -0.2604 1.6960 0.10
C 0.8358 4.4845 1.3962 -0.12
O -2.1255 -5.9798 -4.3993 -0.20
C -2.4828 -5.0242 -5.3786 -0.12
H -3.9877 2.5527 1.5622 0.12
C 2.9924 4.2490 2.7486 -0.23
H 2.3967 3.4526 -1.2667 0.08
H 4.7778 3.0488 2.4623 0.06
H -5.0883 -1.4388 0.9477 0.09
C -0.5184 -0.5383 0.3738 -0.20
C -5.3202 0.4027 1.3103 -0.50
B 1.1351 2.1030 -1.8834 -0.56
C -2.0217 4.5578 1.2275 -0.12
H 0.8937 -0.5920 4.6439 0.06
O 2.1944 2.9683 -2.0716 0.15
H 0.0243 1.1247 -3.3547 0.08
H -3.8444 0.6001 -0.2232 0.14
H -1.4513 5.3095 0.7001 0.12
C 0.0789 -6.0388 -3.4016 -0.22
H -2.8478 1.5500 2.4618 0.12
H -0.3754 -6.2211 -5.5064 0.12
C 0.1180 3.3512 0.5918 -0.27
C -3.2191 1.7804 1.4719 -0.20
C 1.0214 -4.0515 -2.3165 -0.19
C 3.7800 2.9530 2.8732 -0.10
H 1.4426 -1.0431 2.4893 0.09
H -3.3564 -0.3405 1.1592 0.10
H -1.0976 2.8875 2.2931 0.08
H 3.9207 2.7317 3.9272 0.07
H -1.5174 -0.9079 0.1709 0.09
H -0.2168 0.0508 -1.4808 0.10
C 0.3848 -1.2183 2.6494 -0.24
O -0.8820 -3.2105 -0.9826 -0.21
H -1.9287 -4.0868 -5.2560 0.08
C 0.9242 1.3298 -0.4801 -0.37
N 5.5942 0.2500 0.8244 0.15
N 0.2038 2.0386 -2.9687 0.21
H 2.6819 5.4776 1.0701 0.11
H -0.8830 -7.5860 -4.5049 0.12
H -0.5049 -4.1159 -3.6448 0.07
C 2.3681 4.4802 1.3590 -0.17
H 2.7936 3.8089 0.6261 0.08
C 2.0953 0.3469 -0.2507 -0.08
H 5.5100 1.2335 1.0345 0.06
H -0.8603 -0.7331 4.3716 0.06
H 3.6726 5.0650 2.9605 0.10
I -1.5216 4.7444 4.4236 0.86
C -0.4689 -0.2106 1.8712 -0.18
C 0.2556 -4.0588 -0.9985 -0.22
C -0.8068 -6.4957 -4.5402 -0.22
C -3.8829 0.5618 0.8599 -0.09
H -2.4071 2.4648 -0.2728 0.13
H 1.2615 -3.0108 -2.5509 0.12
C -1.2700 3.1946 1.2680 -0.31
C 3.5204 0.8767 -0.4297 -0.10
H 2.2398 4.2730 3.5273 0.10
O 0.9595 2.2308 0.6243 -0.03
H -2.1986 -3.5899 -2.5534 0.07
H -2.9119 -3.3045 -0.9699 0.08
N 0.3632 -4.6120 -3.4941 -0.05
N -2.0922 2.1747 0.6411 -0.02
H 0.1303 -2.2057 2.2747 0.10
O -5.8051 -0.8622 1.2173 0.11
H 2.0266 -0.0138 0.7691 0.11
O -6.0219 1.2955 1.7243 0.11
H -0.1178 0.7808 2.1285 0.10
H 3.2576 2.1042 2.4479 0.06
H -2.3139 -5.4102 -6.3879 0.09
C -2.5245 5.1311 2.5444 -0.75
H 0.1659 -2.1674 4.5617 0.06
H -3.5449 -4.8165 -5.2607 0.09
```

C43H60BCl2LaN12O3S3 | ωB97M-V/def2-TZVPD

Electronic energy (eV): -128686.0317
Gap between HOMO and LUMO (Ha): 0.291
E_LUMO (eV): 0.32

XYZ file:
```
125
Properties=species:S:1:pos:R:3:lowdin_charge:R:1
C 3.5803 -0.2786 1.3841 -0.17
C 3.0010 3.0365 3.4834 -0.04
C -0.2793 3.7260 2.4576 0.03
C 3.0684 4.8224 1.6101 -0.05
H -5.0534 1.3543 0.4889 0.02
Cl -5.7221 -4.1104 -5.1389 0.68
H 2.9308 2.3385 0.3252 0.10
H 5.8795 -1.7214 1.4617 0.06
H 0.9427 -1.0312 -2.4591 0.04
H -0.9195 -5.0348 -6.5703 0.10
O -0.5791 -0.3435 2.9794 -0.10
H 3.2087 2.1056 2.9570 0.05
N -2.9231 0.8364 -0.7816 -0.15
H 2.1191 -3.7354 3.3166 0.08
H -2.2015 1.8988 -5.3573 0.08
C -4.4609 -0.8337 4.3441 -0.36
H -3.4589 -3.3988 4.9799 0.07
C 1.8866 -4.1398 0.5290 -0.05
C -3.0548 2.7929 3.4473 -0.06
H -1.4486 -5.5605 0.7812 0.11
H 5.0995 0.2717 2.6963 0.14
H 4.7575 2.4622 1.5149 0.04
C 1.1227 -3.6209 2.8805 -0.05
H 6.4054 1.8672 1.5333 0.09
H -6.1704 1.9387 1.6603 0.10
H 4.2225 0.0931 -2.7656 0.09
C -4.9352 0.4442 2.3313 -0.71
C -1.1394 2.7956 1.8650 -0.29
H -2.6796 4.9136 1.4730 0.08
H -3.3607 -4.7640 -6.2279 0.09
C -3.2229 3.9975 1.2308 -0.05
H -4.1371 2.8860 3.5374 0.06
S -2.3077 -4.8098 3.3373 1.05
O 0.7356 -1.6621 -1.7591 -0.11
C -2.8896 -2.3581 3.1442 -0.35
C 6.0135 -0.7203 1.0547 -0.06
Cl -4.3450 -1.9347 -0.3829 0.77
C -1.3124 -4.6137 -5.6536 -0.05
H 0.6337 -4.5965 2.9033 0.06
H 5.4530 1.7457 0.0662 0.05
N 2.4143 0.2461 0.9041 0.05
C 2.2224 4.0291 2.6073 -0.34
H 3.4109 4.2979 -2.2709 0.09
H 3.5717 4.1936 0.8870 0.03
H 2.9037 -4.3602 0.8655 0.08
N -0.4435 1.9158 1.1540 0.00
C 0.0050 1.3796 -2.7676 -0.27
H -2.9956 1.8893 1.4963 0.06
H -0.5296 1.3634 -5.5571 0.08
H 7.0238 -0.3867 1.3024 0.08
S -4.8297 2.4970 -1.9640 0.60
H 0.6432 -4.3093 -4.7648 0.11
C -2.6327 2.7932 1.9774 -0.38
H 5.5055 1.1772 -2.2061 0.09
C -2.9561 -3.3734 4.0274 -0.36
C -3.6895 -1.1224 3.2763 -0.35
N 1.4614 1.4921 -1.1514 0.06
H 4.0144 -2.3118 2.1240 0.11
H -1.7969 -0.7083 -2.7013 0.02
La -1.2728 -0.5333 0.1958 2.02
H -0.9635 -0.7795 -4.2502 0.09
C -1.2924 1.2355 -3.5226 -0.36
C 1.2362 -3.1059 1.4484 -0.38
H 4.2356 0.6294 -1.0969 0.05
H -2.6749 -0.3112 -4.1707 0.10
H 0.2384 -2.9135 1.0588 0.06
N 1.4347 -0.7033 0.9183 0.01
B 1.9799 1.6276 0.3307 -0.46
H 1.8136 4.7763 3.2892 0.13
C -2.1707 -3.5462 -3.2885 -0.15
H 1.4274 2.0087 -4.3635 0.11
N -2.2612 -2.6473 1.9327 0.00
H -2.7545 1.8725 3.9601 0.08
C 5.4006 1.6756 1.1479 -0.07
C -2.6537 -4.4630 -5.4659 -0.03
C -3.1331 -3.9079 -4.2568 -0.17
H -2.0592 1.7578 -2.9585 0.08
H 3.8294 5.3952 2.1467 0.08
C -3.9070 -2.7502 -1.8468 -0.55
H -0.6943 0.5854 3.2212 0.04
H 3.9488 3.4643 3.8203 0.08
O -1.6524 -2.6427 -1.1461 -0.36
N -3.9074 -0.3428 2.1407 0.04
H -2.6058 3.6364 3.9779 0.08
C -4.8818 -3.1034 -2.7954 -0.11
H 1.3156 -5.0707 0.5386 0.07
H -0.5367 4.5538 3.1006 0.12
C 3.3175 -1.5941 1.7188 0.02
C -1.9800 -3.9294 1.8782 -0.70
C 4.9880 0.2827 1.6077 -0.33
C 1.9867 -1.8171 1.3865 -0.30
H -4.2703 4.1432 1.5052 0.07
C -1.2129 1.9022 -4.8933 -0.07
H 5.9348 -0.7871 -0.0327 0.08
H 3.6380 2.2247 -3.6007 0.13
H -1.4454 -4.0268 -0.0732 0.07
S -5.6197 0.3688 3.9275 1.05
C -4.5040 -3.6743 -3.9716 -0.61
N -1.4652 -4.5581 0.8009 0.12
C -1.7068 -0.2240 -3.6696 -0.06
N 0.1566 1.1677 -1.4572 0.02
C 4.4404 0.9449 -2.1179 -0.05
C -3.7143 1.5384 -1.2941 -0.99
C -2.5588 -2.9732 -2.0305 -0.43
H 5.0716 3.7024 -2.4146 0.08
H 0.3787 -0.4556 2.8902 0.04
H 2.4413 5.5261 1.0576 0.09
C 0.9837 3.3750 2.0544 -0.20
H 4.1874 3.5024 -0.9083 0.03
H 0.1764 -2.3468 -2.1767 0.01
C 3.5778 2.1470 -2.5135 -0.34
H 2.4107 2.7808 4.3661 0.08
C 4.0882 3.4895 -1.9858 -0.05
N -0.8316 -3.6938 -3.4957 0.12
H 1.9364 -3.7672 -0.4957 0.08
H 0.5479 -2.9403 3.5155 0.08
H -0.8761 2.9388 -4.8222 0.08
C 1.2192 1.7759 -3.3307 0.02
N 0.8787 2.2813 1.2452 0.06
H -4.4986 -1.3282 5.3013 0.07
C -0.4297 -4.2051 -4.6313 -0.13
N -5.4607 1.2775 1.4085 0.14
H -3.1752 3.8528 0.1504 0.05
C 2.1153 1.8511 -2.2913 -0.20
H -5.9266 -2.9108 -2.5893 0.11
```

C20H32FN3S | ωB97M-V/def2-TZVPD

Electronic energy (eV): -39273.8423
SMILES: CCCCCCCCCCCCCCc1c(F)cc2nsnc2c1N
Gap between HOMO and LUMO (Ha): 0.254
E_LUMO (eV): -1.28

XYZ file:
```
57
Properties=species:S:1:pos:R:3:lowdin_charge:R:1
H -3.1043 -0.6479 -1.8116 0.12
H 3.2567 0.8715 -0.8731 0.10
C -6.3446 -1.5487 -0.6851 -0.13
H 4.3178 -0.3931 0.7226 0.10
H 5.8316 -2.3888 -1.9843 0.07
C 3.8231 1.5911 -0.1818 -0.21
H 5.7236 -2.0053 0.7327 0.09
H -2.0571 0.3626 -0.1800 0.08
C -4.1337 -1.9197 0.7627 -0.10
H 1.8896 0.8329 1.5918 0.11
C -0.5249 2.7444 -0.3443 -0.21
C 6.8576 -0.3887 -0.5129 -0.23
H 1.1752 1.4351 -0.9576 0.10
C -6.4026 -3.1668 1.5699 -0.30
N -8.4855 -2.9317 0.3453 -0.29
H -4.7763 -0.0996 -2.4130 0.09
C -4.8716 -2.8737 1.7674 0.04
C -1.9505 2.6266 0.3873 -0.21
H 0.0420 0.5389 0.1801 0.10
C 0.5140 1.5629 -0.0115 -0.22
C 1.5214 1.8669 1.2069 -0.21
H -4.9035 1.5860 -0.3239 0.12
H 8.0023 -0.2196 -0.5990 0.11
H -0.0456 3.7337 0.0344 0.11
H -0.6144 2.8649 -1.4952 0.11
S -8.7229 -3.9426 1.7182 0.90
H 4.4551 2.2671 -0.8840 0.11
H 3.4163 3.0129 1.5434 0.11
C 6.6638 -1.8670 0.0949 -0.25
H -1.9220 2.8916 1.5153 0.11
H -4.2653 -3.3235 2.6420 0.11
N -7.1448 -1.0065 -1.8205 0.05
C -2.7148 1.2269 0.1738 -0.21
C -3.9508 1.3127 -0.8930 -0.17
H -7.8748 -1.7411 -1.9644 0.08
C -7.0938 -2.4962 0.3182 -0.20
H 6.0559 -3.8819 -0.8758 0.07
H 6.4417 1.7898 -0.1869 0.10
H 7.5576 -2.2143 0.7342 0.11
C 2.8368 2.6062 0.6241 -0.21
C 6.2953 0.8028 0.4081 -0.21
H 6.4496 -0.3215 -1.5972 0.11
H -2.6285 3.4441 -0.0868 0.11
H -6.5723 -1.0809 -2.6915 0.08
C -4.8201 -1.2114 -0.4693 -0.05
H -3.6974 2.0373 -1.7562 0.12
C -4.1076 -0.2060 -1.4870 -0.17
H 4.5523 1.0528 1.8683 0.11
N -7.1714 -4.0136 2.4721 -0.26
C 4.7346 0.6784 0.7976 -0.21
H -3.2155 0.9341 1.1795 0.12
H 2.4829 3.4905 -0.0112 0.10
H 6.8747 0.9569 1.3920 0.11
H 7.5377 -3.0219 -1.6413 0.07
C 6.4978 -2.8734 -1.1852 -0.14
H 1.0481 2.3846 2.1104 0.11
F -2.7383 -1.7206 1.0304 -0.04
```

C30H29DyN4O2 | ωB97M-V/def2-TZVPD

Electronic energy (eV): -65720.2469
Energy relative to the best compared isomer or geometry (same formula, charge and spin) (kJ/mol): 162.6
⟨S²⟩: 9.21
2S+1: 6
Gap between HOMO and LUMO (alpha / beta) (Ha): 0.240 / 0.241
E_LUMO (alpha / beta) (eV): -1.06 / -1.06

XYZ file:
```
66
Properties=species:S:1:pos:R:3:lowdin_charge:R:1
H 15.0431 9.5447 8.7512 0.07
H 14.9937 13.1516 9.7936 0.06
H 12.6101 8.0838 5.1042 0.10
H 14.5014 12.5392 13.3466 0.09
C 13.7636 12.9042 12.6260 -0.04
C 15.1986 12.0876 9.9460 -0.03
C 6.5565 13.3804 14.5676 -0.09
C 11.6259 10.6916 13.3730 -0.02
C 9.4669 9.4518 9.1702 -0.06
N 8.8115 10.8050 10.9146 0.09
O 10.1040 12.6982 11.1520 -0.19
H 12.9273 13.3040 13.1990 0.07
H 12.7539 13.8770 7.5498 0.12
N 13.1411 19.3366 8.9342 0.19
C 8.5531 13.5770 13.2612 -0.03
H 12.4588 7.6860 11.8490 0.09
C 13.5206 10.0848 10.1714 -0.29
O 11.3856 11.3010 7.9472 -0.22
H 5.8867 13.7806 15.3124 0.10
N 12.2284 14.0922 9.5312 -0.01
C 11.9733 8.3728 5.9271 -0.09
C 10.3322 9.1256 8.0670 -0.15
H 14.4032 8.2038 9.6850 0.09
C 12.0500 9.6478 6.4300 -0.04
C 11.2598 10.0782 7.5206 -0.36
C 7.7180 14.0644 14.2470 -0.08
C 9.1181 11.9472 11.4919 -0.46
C 12.4081 10.7492 12.0844 -0.32
C 11.0864 7.4508 6.4790 -0.10
C 12.8524 15.9398 8.1344 0.02
H 12.1564 16.9670 11.2856 0.13
H 9.4482 14.1126 12.9794 0.10
H 14.2323 13.7124 12.0643 0.07
C 8.2386 12.3986 12.5898 -0.15
H 10.8645 8.4034 11.6302 0.07
H 10.7911 9.9952 13.3018 0.08
H 13.1534 16.3004 7.1640 0.13
C 14.0102 11.3662 10.5356 -0.31
H 15.4884 11.6568 8.9886 0.07
H 12.7438 10.3694 6.0162 0.12
C 6.2541 12.1887 13.9244 -0.08
Dy 11.5283 11.7459 9.9236 1.54
C 12.2890 16.3130 10.4374 0.03
C 12.9331 18.2148 9.0462 -0.17
H 11.0364 6.4456 6.0935 0.10
H 16.0587 12.0104 10.6172 0.09
C 13.3290 11.7747 11.7272 -0.33
H 7.9679 14.9870 14.7504 0.10
C 12.0657 14.9556 10.5466 -0.10
C 11.8689 8.3468 11.2056 -0.03
C 12.6897 16.8314 9.2010 -0.20
H 6.8538 10.7860 12.4152 0.11
C 14.1342 9.1320 9.1800 -0.01
C 12.5134 9.7108 11.1182 -0.30
C 12.6182 14.5948 8.3504 -0.09
H 12.2730 10.3596 14.1894 0.09
H 8.6304 8.7838 9.3918 0.14
H 11.8019 7.8862 10.2192 0.07
N 9.6735 10.5049 9.8864 -0.12
H 11.7473 14.5262 11.4886 0.10
H 5.3529 11.6540 14.1822 0.10
H 11.2232 11.6692 13.6390 0.07
H 9.5756 7.1326 7.9524 0.11
C 7.0891 11.6980 12.9392 -0.03
H 13.4619 8.8828 8.3602 0.06
C 10.2711 7.8370 7.5168 -0.05
```

C5H12N2O2 | ωB97M-V/def2-TZVPD

Electronic energy (eV): -12453.2355
Energy relative to the best compared isomer or geometry (same formula, charge and spin) (kJ/mol): 265.0
SMILES: NNC(=O)O.C=C(C)C
Gap between HOMO and LUMO (Ha): 0.362
E_LUMO (eV): 0.54

XYZ file:
```
21
Properties=species:S:1:pos:R:3:lowdin_charge:R:1
C 2.2783 0.8110 0.4609 -0.09
C 1.6984 -1.5239 -0.2785 -0.07
C 1.3144 -0.0709 -0.2876 -0.44
N -2.0367 0.7559 0.0353 -0.03
H 0.0198 -0.1697 -1.9551 0.07
C 0.4937 0.4521 -1.2115 0.02
H 3.2998 0.6715 0.1028 0.08
H -2.4510 -1.4261 1.0848 0.10
H -1.9483 1.5523 -0.5845 0.14
H 2.3069 0.5442 1.5181 0.07
H -1.5971 1.4326 1.9374 0.09
H 2.0714 1.8684 0.3146 0.07
H 2.7378 -1.6568 -0.5831 0.08
H 1.6384 -1.9075 0.7412 0.08
O -3.1145 -1.2262 0.4066 0.09
H -0.5443 0.4014 1.3214 0.06
O -3.3870 -0.1892 -1.5295 0.08
H 1.0909 -2.1025 -0.9711 0.08
H 0.4019 1.5190 -1.3441 0.07
C -2.7278 -0.3385 -0.5290 -0.59
N -1.5449 0.6030 1.3509 0.03
```

C9H14O3S2 | ωB97M-V/def2-TZVPD

Electronic energy (eV): -37365.3539
Energy relative to the best compared isomer or geometry (same formula, charge and spin) (kJ/mol): 460.4
Gap between HOMO and LUMO (alpha / beta) (Ha): 0.294 / 0.315
E_LUMO (alpha / beta) (eV): -0.87 / -0.22

XYZ file:
```
28
Properties=species:S:1:pos:R:3:lowdin_charge:R:1
H 0.4498 -3.1450 0.2840 0.14
H 1.7498 1.3740 -1.8399 0.05
C -0.4251 2.6141 1.7069 -0.34
H 2.7443 0.1347 -0.0581 0.11
H -2.8705 -1.9635 -1.5473 0.14
C -1.6879 -1.8854 -1.2570 -0.15
S 0.8053 1.1806 1.7611 0.91
H 0.8514 -0.0252 -2.4128 0.09
H -1.4144 -1.0931 -1.9712 0.07
O 0.6415 0.3628 2.9755 -0.52
H 2.5354 -2.6667 -0.7082 0.08
C -1.8391 2.0881 1.2599 -0.33
C 0.8068 -2.0799 0.0475 -0.03
H -0.4589 -1.2806 1.6563 0.15
H -0.0429 3.0872 0.7226 0.09
C -0.3184 -1.1099 0.5556 -0.38
O -0.9434 2.1829 -1.2142 -0.52
C 2.4735 -0.4511 -0.9833 -0.25
H -2.1029 1.3730 2.0346 0.09
C 1.4171 0.4146 -1.5603 0.04
S -1.5429 1.1883 -0.3259 0.93
H 3.3265 -0.5447 -1.5544 0.08
O -1.6339 -1.6249 0.1377 -0.20
H -1.3530 -2.8610 -1.4935 0.06
C -0.1905 0.3715 0.4786 -0.48
C 1.9324 -1.8239 -0.6431 -0.08
H -2.4755 2.9236 1.2082 0.07
H -0.4345 3.2594 2.7406 0.15
```

- Look up the electronic energy of the first one.
  -103254.8038 eV

- Look up the electronic energy of the third one.
  -128686.0317 eV

- What is the electronic energy in the sixth record?
  -12453.2355 eV